{"formula": "C30H29N3", "method": "ωB97M-V/def2-TZVPD", "elements": ["C", "C", "C", "N", "C", "C", "C", "C", "C", "N", "C", "C", "H", "H", "H", "H", "H", "H", "H", "C", "C", "C", "C", "C", "N", "C", "C", "C", "C", "C", "C", "C", "C", "C", "C", "C", "C", "C", "C", "C", "H", "H", "H", "H", "H", "H", "H", "H", "H", "H", "H", "H", "H", "H", "H", "H", "H", "H", "H", "H", "H", "H"], "xyz": [[1.987, 1.006, -1.332], [1.013, 1.082, -2.443], [1.056, 0.049, -3.396], [1.103, -0.858, -4.148], [0.081, 2.141, -2.615], [-0.115, 3.158, -1.628], [-1.013, 4.188, -1.849], [-1.770, 4.235, -3.028], [-2.713, 5.294, -3.240], [-3.493, 6.149, -3.413], [-1.592, 3.251, -4.008], [-0.703, 2.208, -3.805], [1.876, 1.791, -0.582], [1.849, 0.040, -0.830], [3.021, 1.011, -1.715], [0.428, 3.110, -0.681], [-1.135, 4.976, -1.105], [-2.156, 3.313, -4.940], [-0.610, 1.420, -4.560], [-1.019, -1.156, 4.548], [-1.413, 0.106, 3.776], [-2.788, 0.585, 4.263], [-0.409, 1.239, 3.996], [-1.470, -0.249, 2.298], [-2.626, -0.194, 1.613], [-2.447, -0.572, 0.285], [-1.099, -0.918, 0.125], [-0.650, -1.238, -1.151], [-1.555, -1.198, -2.219], [-2.898, -0.845, -2.031], [-3.366, -0.518, -0.755], [-0.434, -0.698, 1.417], [0.933, -0.809, 1.671], [1.864, -1.638, 0.967], [1.519, -2.870, 0.344], [2.454, -3.560, -0.415], [3.741, -3.040, -0.612], [4.678, -3.700, -1.574], [4.132, -1.894, 0.095], [3.235, -1.243, 0.922], [-0.069, -1.571, 4.190], [-0.925, -0.930, 5.617], [-1.794, -1.926, 4.431], [-3.114, 1.485, 3.726], [-3.552, -0.199, 4.180], [-2.710, 0.849, 5.326], [-0.691, 2.111, 3.391], [-0.416, 1.533, 5.055], [0.610, 0.951, 3.729], [-3.532, 0.077, 1.987], [0.393, -1.512, -1.295], [-1.208, -1.442, -3.223], [-3.575, -0.823, -2.884], [-4.396, -0.235, -0.552], [1.340, -0.233, 2.501], [0.506, -3.262, 0.458], [2.176, -4.506, -0.892], [5.651, -3.199, -1.574], [4.820, -4.755, -1.309], [4.282, -3.667, -2.599], [5.153, -1.520, -0.016], [3.556, -0.379, 1.507]], "forces_ev_per_angstrom": [[0.6, -0.7, 0.3], [-0.9, 0.4, -0.7], [0.3, -1.0, -0.9], [-0.1, 1.3, 1.1], [0.3, -0.5, 0.1], [-0.2, 0.1, -0.2], [0.2, -0.3, 0.2], [-0.1, 0.5, 0.0], [-1.2, 1.4, -0.3], [1.4, -1.5, 0.3], [0.3, -0.7, -0.1], [-0.6, 0.5, -0.1], [0.0, -0.1, -0.2], [0.3, 0.3, 0.1], [-0.1, 0.1, 0.2], [-0.2, 0.1, -0.4], [0.0, -0.2, -0.2], [0.1, 0.0, 0.3], [0.1, 0.4, 0.3], [0.0, -0.3, 0.2], [-0.3, -0.1, -0.4], [0.0, 0.1, 0.2], [0.1, 0.3, 0.0], [-0.7, 0.8, 0.2], [0.5, -0.1, 0.6], [0.2, 0.0, -0.7], [-0.4, -0.2, -0.3], [-0.1, 0.1, -0.3], [0.0, -0.1, 0.2], [0.1, 0.0, 0.4], [0.1, -0.2, 0.0], [0.6, -0.3, -0.5], [-1.0, -0.3, 0.6], [0.9, -0.4, -0.1], [0.1, 0.4, -0.1], [-0.3, 0.1, 0.2], [-0.1, 0.2, 0.0], [0.2, -0.1, -0.1], [0.0, -0.2, 0.1], [-0.6, 0.0, 0.0], [-0.2, 0.1, 0.1], [0.0, 0.0, -0.2], [0.2, 0.1, 0.0], [0.0, -0.2, 0.1], [0.1, 0.1, 0.0], [-0.1, -0.1, -0.3], [0.1, -0.2, 0.2], [0.0, -0.1, -0.3], [-0.2, 0.1, 0.1], [0.5, -0.1, 0.1], [-0.4, 0.1, -0.3], [0.0, 0.1, 0.3], [0.2, 0.0, 0.2], [0.1, 0.0, -0.2], [0.0, -0.2, -0.2], [0.3, 0.2, -0.1], [0.1, 0.4, 0.1], [-0.1, -0.2, 0.0], [0.0, 0.2, -0.1], [0.0, 0.0, 0.3], [-0.3, -0.1, 0.1], [-0.1, -0.1, -0.3]], "max_force_ev_per_a": 2.058, "total_charge": 0, "homo_energy_ev": -5.317, "lumo_ev": -2.474, "gap_ev": 2.8}

---

{"formula": "C30H29N4O9P", "method": "ωB97M-V/def2-TZVPD", "elements": ["C", "C", "C", "C", "N", "C", "O", "C", "C", "C", "C", "C", "P", "O", "C", "C", "O", "H", "H", "H", "H", "H", "H", "H", "H", "H", "H", "H", "H", "H", "H", "O", "N", "O", "C", "C", "C", "C", "C", "C", "H", "H", "H", "H", "H", "O", "N", "O", "C", "C", "C", "C", "C", "C", "H", "H", "H", "H", "H", "O", "N", "O", "C", "C", "C", "C", "C", "C", "H", "H", "H", "H", "H"], "xyz": [[2.236, 0.560, -1.391], [2.609, -1.005, -1.409], [2.077, -1.843, -0.149], [1.623, -3.292, -0.676], [3.029, -1.948, 0.992], [4.415, -2.320, 0.734], [4.902, -3.145, -0.078], [5.182, -1.423, 1.833], [6.678, -1.085, 2.001], [7.039, -0.160, 3.230], [5.948, 0.348, 4.243], [4.421, -0.009, 4.059], [3.082, 0.587, 5.269], [3.632, 0.393, 6.719], [4.078, -0.879, 2.828], [2.642, -1.409, 2.289], [1.524, -1.401, 2.848], [1.174, 0.682, -1.804], [2.928, 1.067, -2.170], [2.417, 1.085, -0.394], [2.081, -1.450, -2.340], [3.728, -1.091, -1.617], [1.119, -1.308, 0.219], [0.862, -3.196, -1.520], [2.563, -3.824, -1.053], [1.202, -3.857, 0.236], [7.453, -1.465, 1.252], [8.130, 0.136, 3.366], [6.273, 1.020, 5.121], [2.775, 1.974, 5.101], [1.942, -0.286, 5.151], [4.872, 5.107, 3.727], [3.717, 4.710, 3.766], [3.348, 3.613, 3.366], [2.705, 5.610, 4.324], [3.078, 6.882, 4.756], [2.109, 7.741, 5.264], [0.782, 7.328, 5.341], [0.418, 6.053, 4.918], [1.379, 5.187, 4.407], [4.108, 7.216, 4.701], [2.387, 8.735, 5.596], [0.028, 8.003, 5.733], [-0.618, 5.735, 4.984], [1.081, 4.198, 4.077], [-0.677, -2.804, -2.959], [-1.220, -1.878, -2.367], [-1.028, -1.601, -1.191], [-2.167, -1.051, -3.117], [-2.442, -1.356, -4.450], [-3.360, -0.582, -5.151], [-3.993, 0.489, -4.525], [-3.705, 0.795, -3.198], [-2.790, 0.024, -2.487], [-1.957, -2.187, -4.950], [-3.587, -0.815, -6.187], [-4.712, 1.088, -5.073], [-4.198, 1.633, -2.716], [-2.578, 0.271, -1.453], [-6.012, -0.879, -5.202], [-6.355, -1.967, -5.649], [-6.297, -2.278, -6.830], [-6.872, -2.959, -4.704], [-6.987, -2.629, -3.355], [-7.501, -3.566, -2.465], [-7.890, -4.822, -2.923], [-7.763, -5.149, -4.270], [-7.252, -4.217, -5.168], [-6.687, -1.654, -2.985], [-7.601, -3.317, -1.414], [-8.296, -5.549, -2.226], [-8.065, -6.130, -4.620], [-7.161, -4.483, -6.215]], "forces_ev_per_angstrom": [[0.6, -0.2, -1.1], [-0.2, 0.5, -0.4], [-1.7, -0.7, -1.5], [0.6, 0.2, 0.7], [-0.9, -0.2, -0.8], [1.5, 0.1, 0.8], [-2.3, 3.4, 2.8], [0.7, 1.5, 2.4], [-3.5, 1.3, 2.6], [-3.5, -0.9, -0.4], [-0.5, -1.7, -2.7], [2.3, -1.4, -3.5], [2.6, -1.6, 4.2], [-1.1, 0.7, -3.2], [2.8, 0.4, 0.5], [1.2, 0.1, 0.8], [3.8, 0.2, -2.5], [1.4, 0.0, 1.0], [-1.1, -0.7, 1.3], [-0.5, -0.8, -1.3], [0.9, 0.6, 1.5], [-1.4, -0.2, 0.6], [1.7, -0.9, -0.3], [1.2, -0.2, 1.5], [-1.4, 0.6, 0.5], [0.5, 0.7, -1.6], [-1.3, 0.7, 1.3], [-1.8, -0.4, -0.1], [-0.7, -1.3, -1.6], [-0.1, -0.7, -0.7], [0.5, 0.9, -0.8], [-0.7, -0.2, 0.0], [0.5, -0.3, -0.2], [0.2, 0.5, 0.2], [-0.6, 0.5, 0.3], [0.1, 0.1, 0.0], [-0.1, -0.2, -0.1], [0.0, 0.0, 0.0], [0.2, 0.1, 0.0], [0.0, -0.1, 0.0], [-0.1, -0.2, -0.1], [0.0, -0.1, 0.0], [0.1, -0.1, 0.0], [0.1, 0.0, 0.0], [0.2, 0.1, 0.0], [-0.4, 0.5, 0.2], [0.2, -0.2, 0.2], [-0.1, -0.1, -0.6], [-0.5, 0.5, -0.3], [0.0, 0.0, -0.2], [0.4, 0.1, 0.3], [0.4, 0.3, 0.2], [0.1, -0.2, -0.3], [0.0, 0.0, 0.1], [0.0, 0.1, 0.2], [0.0, 0.0, 0.1], [0.2, -0.1, 0.1], [0.1, -0.1, 0.0], [0.1, -0.2, -0.1], [-0.9, -0.8, -0.4], [0.0, 0.3, -0.4], [0.1, 0.2, 0.6], [-0.3, -0.6, 0.6], [0.0, 0.1, 0.0], [0.0, -0.1, -0.2], [0.0, 0.0, 0.0], [0.1, 0.2, 0.1], [0.0, -0.1, -0.1], [0.0, -0.1, -0.2], [0.0, 0.0, -0.1], [0.1, 0.1, -0.1], [0.1, 0.1, 0.0], [0.1, 0.2, 0.1]], "max_force_ev_per_a": 5.177, "total_charge": 0, "homo_energy_ev": -9.016, "smiles": "CC[C@@H](C)N1C(=O)c2cccc([PH2]=O)c2C1=O.O=[N+]([O-])c1ccccc1.O=[N+]([O-])c1ccccc1.O=[N+]([O-])c1ccccc1", "lumo_ev": -0.925, "gap_ev": 8.1}

---

{"formula": "C30H29N6NdO10S2", "method": "ωB97M-V/def2-TZVPD", "elements": ["Nd", "O", "C", "N", "C", "O", "C", "C", "C", "C", "C", "N", "C", "C", "C", "C", "C", "N", "H", "H", "H", "H", "H", "H", "H", "H", "N", "C", "O", "C", "C", "H", "H", "H", "H", "H", "H", "C", "C", "C", "C", "C", "C", "C", "S", "O", "O", "N", "C", "C", "O", "O", "H", "H", "H", "H", "H", "H", "H", "H", "H", "N", "C", "C", "C", "C", "C", "C", "S", "O", "O", "O", "H", "H", "H", "H", "H", "H"], "xyz": [[-0.962, -0.102, -1.036], [-0.425, -4.071, 0.624], [-0.670, -2.884, 0.768], [0.107, -1.811, 0.411], [1.460, -1.966, 0.214], [2.178, -2.913, 0.481], [2.114, -0.710, -0.360], [3.309, -0.807, -1.052], [3.834, 0.353, -1.595], [3.183, 1.565, -1.390], [2.013, 1.566, -0.649], [1.479, 0.444, -0.166], [-2.023, -2.518, 1.462], [-1.796, -2.862, 2.915], [-1.859, -1.955, 3.884], [-2.238, -0.570, 3.588], [-2.559, -0.251, 2.331], [-2.427, -1.108, 1.246], [3.769, -1.779, -1.168], [4.747, 0.317, -2.178], [3.559, 2.494, -1.796], [1.474, 2.481, -0.431], [-1.555, -3.899, 3.113], [-1.670, -2.249, 4.910], [-2.311, 0.177, 4.366], [-2.932, 0.734, 2.082], [-4.830, -0.596, 0.764], [-3.556, -0.987, 0.170], [-3.180, -0.055, -0.749], [-3.621, -2.437, -0.328], [-3.184, -3.310, 0.840], [-4.869, 0.416, 0.772], [-4.924, -0.929, 1.718], [-2.941, -2.573, -1.168], [-4.633, -2.636, -0.676], [-2.853, -4.307, 0.551], [-3.983, -3.408, 1.582], [4.070, -5.737, -2.769], [2.955, -4.749, -3.000], [3.098, -3.720, -3.934], [2.110, -2.768, -4.102], [0.949, -2.853, -3.341], [0.775, -3.875, -2.424], [1.786, -4.812, -2.255], [-0.207, -1.536, -3.519], [-0.653, -1.497, -4.887], [-1.278, -1.856, -2.525], [0.521, -0.275, -2.992], [0.593, 0.956, -3.800], [-0.037, 2.160, -3.095], [0.321, 3.280, -3.409], [-0.936, 1.848, -2.203], [4.871, -5.612, -3.499], [3.715, -6.767, -2.836], [4.499, -5.603, -1.774], [4.010, -3.653, -4.519], [2.244, -1.950, -4.800], [-0.108, -3.922, -1.803], [1.668, -5.570, -1.488], [0.077, 0.828, -4.755], [1.629, 1.214, -4.013], [-0.845, 1.978, 0.889], [-0.458, 3.180, 1.532], [-0.545, 4.397, 0.863], [-0.133, 5.563, 1.494], [0.379, 5.539, 2.788], [0.491, 4.313, 3.436], [0.076, 3.143, 2.815], [0.834, 7.065, 3.603], [-0.404, 7.552, 4.196], [1.337, 7.906, 2.527], [1.837, 6.669, 4.580], [-0.953, 1.210, 1.538], [-1.663, 2.116, 0.307], [-0.916, 4.419, -0.157], [-0.189, 6.510, 0.972], [0.915, 4.287, 4.432], [0.164, 2.189, 3.327]], "forces_ev_per_angstrom": [[-0.2, 0.9, 1.5], [0.0, 0.0, 0.0], [0.1, 0.1, -0.1], [0.3, -0.4, 0.0], [-0.2, 0.1, 0.1], [0.0, -0.1, 0.0], [-0.1, -0.2, 0.2], [0.0, 0.1, 0.0], [0.0, 0.1, 0.0], [0.1, -0.1, 0.1], [0.0, -0.1, 0.1], [0.1, 0.0, -0.2], [0.0, 0.2, 0.0], [0.0, 0.0, -0.1], [-0.1, 0.3, 0.1], [0.1, -0.2, 0.2], [0.1, -0.1, -0.3], [-0.1, 0.1, 0.1], [0.0, 0.0, 0.0], [0.0, 0.0, 0.0], [0.0, 0.0, 0.0], [0.0, 0.0, -0.1], [0.0, 0.0, 0.0], [0.0, 0.0, 0.0], [0.0, -0.1, 0.0], [0.0, 0.0, 0.0], [0.0, 0.0, 0.0], [0.3, 0.4, 0.0], [-0.5, -0.3, 0.3], [-0.1, -0.2, 0.0], [0.0, -0.1, 0.0], [0.0, 0.0, 0.0], [0.0, 0.0, 0.0], [0.0, 0.1, 0.0], [0.0, -0.1, 0.0], [0.0, 0.0, 0.0], [0.0, 0.0, 0.0], [0.0, 0.0, 0.0], [0.1, 0.0, -0.1], [0.0, 0.0, 0.0], [0.0, -0.1, 0.1], [0.2, -0.1, -0.1], [0.1, 0.0, 0.0], [0.0, 0.0, 0.1], [-0.3, 0.0, -0.2], [0.0, -0.1, -0.2], [0.3, -0.6, -0.8], [-0.1, 0.4, -0.5], [0.2, -0.5, 0.0], [-0.5, -0.3, 0.4], [0.0, 0.1, 0.0], [0.5, 0.5, -0.5], [0.0, 0.0, 0.0], [0.0, 0.0, 0.0], [0.0, 0.0, 0.0], [0.0, 0.0, 0.0], [0.0, 0.0, 0.0], [0.0, 0.0, 0.0], [0.0, 0.0, 0.0], [0.0, 0.0, 0.0], [0.1, 0.0, 0.0], [-0.1, 0.0, -0.2], [0.2, -0.1, 0.0], [0.0, 0.0, 0.0], [0.0, 0.0, 0.1], [-0.2, -0.3, -0.2], [0.0, 0.2, 0.0], [0.0, 0.0, 0.0], [0.1, 0.0, 0.0], [-0.2, 0.0, 0.1], [0.1, 0.1, -0.1], [0.1, 0.0, 0.1], [-0.1, 0.1, 0.1], [-0.3, 0.1, 0.2], [0.0, 0.0, 0.0], [0.0, 0.0, 0.0], [0.0, 0.0, 0.0], [0.0, 0.0, 0.0]], "max_force_ev_per_a": 1.808, "total_charge": -2, "multiplicity": 4, "homo_energy_ev": [-3.397, -3.399], "lumo_ev": [3.705, 3.705], "s2": 3.75, "gap_ev": [7.1, 7.1]}